(1)
ORCA calculation (ωB97M-V/def2-TZVPD) on a cluster of 2 separate species, C12H17N in total.

Each atom is followed by the atoms it is bonded to, with distances in Å.
Element x y z (Å)
1 C -1.292 -2.278 1.142  C2 1.544, C3 1.485, H12 1.088, H13 1.093
2 C -0.709 -2.071 2.557  C1 1.544, H14 1.082, H21 1.084, H22 1.093
3 C -0.612 -1.417 0.141  C1 1.485, C4 1.420, C5 1.424
4 C -1.111 -0.221 -0.441  C3 1.420, N11 1.316, H15 1.081
5 C 0.681 -1.604 -0.424  C3 1.424, C6 1.407, C7 1.398
6 C 0.921 -0.521 -1.290  C5 1.407, C8 1.356, N11 1.407
7 C 1.684 -2.560 -0.237  C5 1.398, C9 1.384, H17 1.083
8 C 2.067 -0.378 -2.002  C6 1.356, C10 1.409, H18 1.083
9 C 2.862 -2.415 -0.949  C7 1.384, C10 1.388, H19 1.083
10 C 3.068 -1.352 -1.818  C8 1.409, C9 1.388, H20 1.077
11 N -0.235 0.281 -1.286  C4 1.316, C6 1.407, H16 1.012
12 H -1.182 -3.310 0.815  C1 1.088
13 H -2.362 -2.060 1.142  C1 1.093
14 H 0.373 -2.076 2.547  C2 1.082
15 H -2.072 0.218 -0.215  C4 1.081
16 H -0.291 1.228 -1.638  N11 1.012
17 H 1.575 -3.428 0.401  C7 1.083
18 H 2.200 0.433 -2.708  C8 1.083
19 H 3.627 -3.172 -0.835  C9 1.083
20 H 4.023 -1.274 -2.309  C10 1.077
21 H -1.060 -2.876 3.193  C2 1.084
22 H -1.099 -1.141 2.978  C2 1.093
23 C -0.658 4.179 0.153  C24 1.516, H25 1.096, H26 1.101, H27 1.096
24 C -2.121 3.783 0.146  C23 1.516, H28 1.093, H29 1.094, H30 1.089
25 H -0.530 5.240 0.392  C23 1.096
26 H -0.078 3.641 0.920  C23 1.101
27 H -0.122 4.000 -0.786  C23 1.096
28 H -2.291 2.709 0.259  C24 1.093
29 H -2.610 4.112 -0.776  C24 1.094
30 H -2.645 4.332 0.927  C24 1.089

spin multiplicity: 2
HOMO energy (alpha / beta): -12.904 / -13.521 eV
net charge: +1
HOMO-LUMO gap (alpha / beta): 9.335 / 6.686 eV
expectation value of S²: 0.771
energy above the lowest of the compared OMol25 structures with the same formula, charge and spin: 0.0 kJ/mol

Mulliken population analysis, charges in e, atoms 1 to 8: atom 1 (C): -0.750, atom 2 (C): -1.042, atom 3 (C): 0.618, atom 4 (C): -0.685, atom 5 (C): 1.059, atom 6 (C): -0.248, atom 7 (C): -0.386, atom 8 (C): -0.702


(2)
ORCA calculation (ωB97M-V/def2-TZVPD) on a cluster of 2 separate species, C12H17N in total at a distorted geometry.

Each atom is followed by the atoms it is bonded to, with distances in Å.
Element x y z (Å)
1 C 0.473 -3.043 -1.715  C4 1.512, H16 1.093, H17 1.072, H19 1.082
2 C 1.905 0.218 -0.579  C3 1.429, C6 1.360, N10 1.434
3 C 1.014 -0.486 -1.447  C2 1.429, C4 1.413, C8 1.391
4 C 1.294 -1.858 -1.259  C1 1.512, C3 1.413, C5 1.372
5 C 2.124 -2.009 -0.176  C4 1.372, N10 1.425, H13 1.066
6 C 1.978 1.575 -0.579  C2 1.360, C7 1.422, H12 1.083
7 C 1.140 2.284 -1.483  C6 1.422, C9 1.381, H14 1.092
8 C 0.216 0.231 -2.333  C3 1.391, C9 1.385, H15 1.101
9 C 0.155 1.605 -2.173  C7 1.381, C8 1.385, H18 1.075
10 N 2.481 -0.727 0.332  C2 1.434, C5 1.425, H11 1.007
11 H 2.701 -0.402 1.260  N10 1.007
12 H 2.758 2.007 0.035  C6 1.083
13 H 2.360 -2.820 0.474  C5 1.066
14 H 1.085 3.367 -1.615  C7 1.092
15 H -0.382 -0.390 -3.018  C8 1.101
16 H 0.704 -3.233 -2.767  C1 1.093
17 H -0.557 -2.758 -1.811  C1 1.072
18 H -0.594 2.274 -2.556  C9 1.075
19 H 0.672 -3.848 -1.020  C1 1.082
20 C -2.250 0.250 2.019  C21 1.523, C22 1.577, H23 1.069, H24 1.172
21 C -2.721 1.432 1.182  C20 1.523, H25 1.078, H27 1.079, H28 1.101
22 C -0.952 0.479 2.885  C20 1.577, H26 1.079, H29 1.085, H30 1.102
23 H -2.950 -0.153 2.720  C20 1.069
24 H -1.891 -0.568 1.261  C20 1.172
25 H -1.939 2.062 0.791  C21 1.078
26 H -0.020 0.208 2.416  C22 1.079
27 H -3.462 1.942 1.779  C21 1.079
28 H -3.448 1.149 0.406  C21 1.101
29 H -0.807 1.478 3.282  C22 1.085
30 H -1.086 -0.266 3.686  C22 1.102

spin multiplicity: 2
HOMO energy (alpha / beta): -13.268 / -13.396 eV
net charge: +1
HOMO-LUMO gap (alpha / beta): 9.352 / 6.161 eV
expectation value of S²: 0.773
energy above the lowest of the compared OMol25 structures with the same formula, charge and spin: 175.1 kJ/mol

Mulliken population analysis, charges in e, atoms 1 to 8: atom 1 (C): -1.315, atom 2 (C): -0.332, atom 3 (C): 0.887, atom 4 (C): 0.663, atom 5 (C): -0.531, atom 6 (C): -0.479, atom 7 (C): -0.471, atom 8 (C): -0.394


(3)
ORCA calculation (ωB97M-V/def2-TZVPD) on the ion C12H17N2 with charge +1 at a distorted geometry.

Each atom is followed by the atoms it is bonded to, with distances in Å.
Element x y z (Å)
1 C -1.290 2.797 -0.812  C2 1.202, C10 1.460
2 C -0.729 1.843 -0.342  C1 1.202, N14 1.424
3 C 1.514 0.967 0.156  C4 1.305, N14 1.501, H15 1.065
4 C 2.008 0.268 1.141  C3 1.305, C5 1.446, C9 1.586
5 C 2.226 -0.324 2.442  C4 1.446, C9 1.494, H16 0.989, H17 1.014
6 C -0.223 0.458 1.742  C9 1.517, N14 1.585, H18 1.161, H19 1.164
7 C 0.588 -1.720 0.920  C9 1.502, C11 1.512, H20 1.080
8 C -0.236 -0.504 -0.517  N13 1.390, N14 1.488, H21 1.052
9 C 0.876 -0.581 1.856  C4 1.586, C5 1.494, C6 1.517, C7 1.502
10 C -1.971 3.818 -1.604  C1 1.460, H22 0.992, H23 1.161, H24 1.023
11 C -0.650 -2.444 1.398  C7 1.512, H25 1.014, H26 1.019, H27 1.079
12 C -0.109 -1.671 -2.706  N13 1.484, H28 1.200, H29 1.063, H30 1.071
13 N 0.334 -0.598 -1.781  C8 1.390, C12 1.484, H31 1.004
14 N 0.027 0.769 0.208  C2 1.424, C3 1.501, C6 1.585, C8 1.488
15 H 1.827 1.449 -0.741  C3 1.065
16 H 2.872 -1.063 2.567  C5 0.989
17 H 2.429 0.282 3.229  C5 1.014
18 H -1.356 0.202 1.740  C6 1.161
19 H 0.065 1.481 2.217  C6 1.164
20 H 1.317 -2.417 0.532  C7 1.080
21 H -1.241 -0.757 -0.698  C8 1.052
22 H -2.764 3.354 -1.978  C10 0.992
23 H -2.132 4.654 -0.816  C10 1.161
24 H -1.278 4.170 -2.270  C10 1.023
25 H -0.305 -3.115 2.074  C11 1.014
26 H -0.981 -3.038 0.639  C11 1.019
27 H -1.459 -1.887 1.843  C11 1.079
28 H 0.510 -1.606 -3.732  C12 1.200
29 H -0.021 -2.658 -2.322  C12 1.063
30 H -1.176 -1.593 -2.750  C12 1.071
31 H 1.326 -0.538 -1.634  N13 1.004

HOMO energy: -11.773 eV
net charge: +1
HOMO-LUMO gap: 9.027 eV
energy above the lowest of the compared OMol25 structures with the same formula, charge and spin: 881.2 kJ/mol

Mulliken population analysis, charges in e, atoms 1 to 8: atom 1 (C): 0.317, atom 2 (C): -0.299, atom 3 (C): -1.073, atom 4 (C): 0.361, atom 5 (C): -1.032, atom 6 (C): -0.627, atom 7 (C): -0.059, atom 8 (C): -0.947


(4)
ORCA calculation (ωB97M-V/def2-TZVPD) on a cluster of 2 separate species, C12H17N2O in total at a distorted geometry.

Each atom is followed by the atoms it is bonded to, with distances in Å.
Element x y z (Å)
1 C -3.877 -0.611 0.070  C2 1.395, C3 1.439, H16 1.146
2 C -3.222 -0.816 -1.144  C1 1.395, C4 1.435, H17 1.104
3 C -3.228 -0.016 1.209  C1 1.439, C5 1.355, H18 1.099
4 C -1.829 -0.519 -1.317  C2 1.435, C6 1.328, H19 1.112
5 C -1.949 0.360 0.970  C3 1.355, C6 1.435, C8 1.507
6 C -1.288 0.107 -0.279  C4 1.328, C5 1.435, C9 1.418
7 C 1.649 -1.146 0.488  N13 1.323, N14 1.273
8 C -0.664 0.940 1.503  C5 1.507, C9 1.528, H20 1.148, H21 1.215
9 C -0.109 0.807 0.086  C6 1.418, C8 1.528, C12 1.523
10 C 2.125 2.017 0.311  C12 1.550, H22 1.134, H23 1.147, H24 1.105
11 C 1.515 1.167 -1.978  C12 1.572, H25 1.112, H26 1.108, H27 1.098
12 C 0.927 1.678 -0.613  C9 1.523, C10 1.550, C11 1.572, H28 1.078
13 N 2.150 -1.500 1.660  C7 1.323, H29 0.950, H30 0.960
14 N 1.352 -1.994 -0.414  C7 1.273, O15 1.401, H31 1.018
15 O 1.258 -3.369 -0.163  N14 1.401, H32 1.046
16 H -4.983 -0.753 0.334  C1 1.146
17 H -3.798 -1.307 -1.948  C2 1.104
18 H -3.609 0.053 2.238  C3 1.099
19 H -1.248 -0.846 -2.207  C4 1.112
20 H -0.589 1.993 1.952  C8 1.148
21 H -0.189 0.147 2.293  C8 1.215
22 H 2.482 3.061 0.052  C10 1.134
23 H 3.088 1.416 0.145  C10 1.147
24 H 1.821 1.912 1.368  C10 1.105
25 H 1.609 1.954 -2.757  C11 1.112
26 H 0.879 0.411 -2.481  C11 1.108
27 H 2.463 0.664 -1.749  C11 1.098
28 H 0.366 2.586 -0.761  C12 1.078
29 H 2.592 -0.759 2.057  N13 0.950
30 H 2.567 -2.350 1.822  N13 0.960
31 H 1.130 -1.837 -1.394  N14 1.018
32 H 0.604 -3.449 0.648  O15 1.046

HOMO energy (alpha / beta): -12.454 / -12.454 eV
net charge: +1
HOMO-LUMO gap (alpha / beta): 7.446 / 7.445 eV
energy above the lowest of the compared OMol25 structures with the same formula, charge and spin: 707.1 kJ/mol

Mulliken population analysis, charges in e, atoms 1 to 8: atom 1 (C): -0.299, atom 2 (C): -0.782, atom 3 (C): -0.689, atom 4 (C): -0.151, atom 5 (C): -0.111, atom 6 (C): 0.338, atom 7 (C): -0.127, atom 8 (C): -0.328


(5)
ORCA calculation (ωB97M-V/def2-TZVPD) on a cluster of 2 separate species, C12H17N2O6PS in total at a distorted geometry.

Each atom is followed by the atoms it is bonded to, with distances in Å.
Element x y z (Å)
1 N -0.295 2.267 0.108  C2 1.314, H18 1.043
2 C -0.088 2.402 -1.183  N1 1.314, C3 1.601, H19 1.154
3 C -1.244 2.238 -2.278  C2 1.601, S4 1.890, H20 1.148, H21 1.142
4 S -1.034 0.579 -3.159  C3 1.890, C5 1.853, O9 1.768
5 C -2.321 -0.539 -2.432  S4 1.853, C6 1.606, H22 1.153, H23 1.160
6 C -2.310 -0.646 -0.830  C5 1.606, C7 1.600, H24 1.156, H25 1.154
7 C -3.701 -0.296 -0.122  C6 1.600, N8 1.498, H26 1.151, H27 1.157
8 N -4.049 1.162 -0.122  C7 1.498, H28 1.037, H29 1.033
9 O 0.621 0.076 -2.790  S4 1.768, C10 1.422
10 C 0.723 -1.268 -2.338  O9 1.422, O11 1.285, C12 1.602
11 O 0.536 -2.272 -3.118  C10 1.285
12 C 1.063 -1.444 -0.782  C10 1.602, C13 1.549, C17 1.575
13 C 0.555 -2.618 0.090  C12 1.549, C14 1.548, H30 1.141
14 C 0.926 -2.634 1.593  C13 1.548, C15 1.558, H31 1.144
15 C 1.789 -1.488 2.200  C14 1.558, C16 1.547, H32 1.139
16 C 2.339 -0.328 1.336  C15 1.547, C17 1.546, H33 1.144
17 C 1.966 -0.310 -0.164  C12 1.575, C16 1.546, H34 1.138
18 H 0.597 2.435 0.622  N1 1.043
19 H 0.969 2.688 -1.548  C2 1.154
20 H -1.072 3.043 -3.079  C3 1.148
21 H -2.302 2.325 -1.859  C3 1.142
22 H -2.335 -1.587 -2.914  C5 1.153
23 H -3.348 -0.081 -2.717  C5 1.160
24 H -2.090 -1.754 -0.580  C6 1.156
25 H -1.443 -0.063 -0.340  C6 1.154
26 H -4.504 -0.974 -0.591  C7 1.151
27 H -3.602 -0.650 0.974  C7 1.157
28 H -4.809 1.264 -0.819  N8 1.037
29 H -4.406 1.358 0.828  N8 1.033
30 H -0.098 -3.403 -0.420  C13 1.141
31 H 0.540 -3.513 2.214  C14 1.144
32 H 1.997 -1.552 3.318  C15 1.139
33 H 2.978 0.532 1.736  C16 1.144
34 H 2.336 0.520 -0.850  C17 1.138
35 O 3.735 1.078 4.825  P36 1.536
36 P 5.023 0.907 4.005  O35 1.536, O37 1.536, O38 1.537, O39 1.537
37 O 6.246 1.224 4.879  P36 1.536
38 O 4.992 1.865 2.803  P36 1.537
39 O 5.120 -0.543 3.504  P36 1.537

HOMO energy: 0.794 eV
net charge: -2
HOMO-LUMO gap: 1.692 eV

Mulliken population analysis, charges in e, atoms 1 to 8: atom 1 (N): -0.539, atom 2 (C): -0.095, atom 3 (C): -0.422, atom 4 (S): -0.207, atom 5 (C): -0.708, atom 6 (C): 0.295, atom 7 (C): -1.013, atom 8 (N): -0.480


(6)
ORCA calculation (ωB97M-V/def2-TZVPD) on a cluster of 3 separate species, C12H17N2S2 in total at a distorted geometry.

Each atom is followed by the atoms it is bonded to, with distances in Å.
Element x y z (Å)
1 C -4.940 -2.452 -2.930  C2 1.673, H5 1.192, H6 1.189, H7 1.184
2 C -3.351 -2.158 -3.362  C1 1.673, S3 1.910, H8 1.181, H9 1.177
3 S -2.449 -1.409 -1.854  C2 1.910, S4 2.108, H10 1.429
4 S -0.534 -2.254 -1.606  S3 2.108, H11 1.418
5 H -5.183 -3.619 -2.951  C1 1.192
6 H -5.675 -1.977 -3.736  C1 1.189
7 H -5.092 -1.995 -1.849  C1 1.184
8 H -3.417 -1.324 -4.196  C2 1.181
9 H -2.823 -3.129 -3.766  C2 1.177
10 H -2.262 -0.039 -2.215  S3 1.429
11 H -0.481 -3.084 -0.457  S4 1.418
12 N -2.693 1.445 1.376  C13 1.351, C17 1.351
13 C -1.587 0.938 0.788  N12 1.351, C14 1.386, H18 1.086
14 C -0.326 1.502 0.901  C13 1.386, C15 1.391, H19 1.084
15 C -0.189 2.659 1.660  C14 1.391, C16 1.391, H20 1.086
16 C -1.310 3.207 2.276  C15 1.391, C17 1.386, H21 1.084
17 C -2.528 2.569 2.107  N12 1.351, C16 1.386, H22 1.086
18 H -1.746 0.036 0.204  C13 1.086
19 H 0.527 1.050 0.410  C14 1.084
20 H 0.783 3.131 1.771  C15 1.086
21 H -1.236 4.109 2.874  C16 1.084
22 H -3.431 2.955 2.571  C17 1.086
23 N 3.053 0.536 1.384  C24 1.351, C28 1.351
24 C 3.458 0.221 0.134  N23 1.351, C25 1.386, H29 1.086
25 C 4.724 -0.257 -0.168  C24 1.386, C26 1.391, H30 1.084
26 C 5.632 -0.418 0.873  C25 1.391, C27 1.391, H31 1.086
27 C 5.244 -0.100 2.171  C26 1.391, C28 1.386, H32 1.084
28 C 3.956 0.367 2.374  N23 1.351, C27 1.386, H33 1.086
29 H 2.715 0.367 -0.644  C24 1.086
30 H 4.995 -0.496 -1.190  C25 1.084
31 H 6.634 -0.789 0.675  C26 1.086
32 H 5.929 -0.215 3.004  C27 1.084
33 H 3.604 0.625 3.369  C28 1.086

HOMO energy: -11.875 eV
net charge: +1
HOMO-LUMO gap: 6.698 eV

Mulliken population analysis, charges in e, atoms 1 to 8: atom 1 (C): -0.815, atom 2 (C): -0.329, atom 3 (S): -0.023, atom 4 (S): -0.082, atom 5 (H): 0.267, atom 6 (H): 0.288, atom 7 (H): 0.306, atom 8 (H): 0.326


Number 1: calculated total energy -14202.783 eV. Number 2: calculated total energy -14200.969 eV. Number 3: calculated total energy -15684.457 eV. Number 4: calculated total energy -17735.075 eV. Number 5: calculated total energy -48098.859 eV. Number 6: calculated total energy -37360.509 eV.